# C9H11N4

An isolated ion of composition C9H11N4 and charge +1 in a non-equilibrium geometry (the ωB97M-V functional and the def2-TZVPD basis, the Open Molecules 2025 dataset).

**Electronic energy**: -568.27135 Ha
**LUMO**: -4.06 eV
**Structure (SMILES)**: N/C=C\[C@@H]1N=C(N)c2cccc[n+]21
**Largest force on an atom**: 0.12991 hartree/bohr
**HOMO**: -11.383 eV
**Total charge**: +1

Positions of all 24 atoms, in Å:
H: 0.744 2.211 0.094
H: 1.198 -3.459 0.095
C: 1.363 1.379 0.188
C: 2.444 1.279 -0.563
N: -0.693 0.420 0.591
N: 3.269 0.206 -0.638
H: 0.772 0.902 2.097
C: -3.043 0.102 -0.539
H: -4.099 -0.213 -0.866
H: 3.007 -0.592 -0.100
H: -3.292 2.172 0.354
C: 0.479 -1.657 0.315
H: 2.526 2.150 -1.274
C: -0.874 -0.658 -0.088
H: 3.982 0.132 -1.313
N: 1.271 -0.910 0.898
H: -1.143 2.153 1.445
N: 0.455 -2.877 -0.090
H: -0.250 -3.249 -0.674
H: -2.484 -1.822 -1.186
C: -2.078 -0.865 -0.675
C: 0.686 0.440 1.089
C: -1.507 1.456 0.703
C: -2.734 1.298 0.137

---

# C19H25FeN2O4S4

C19H25FeN2O4S4 as an isolated structure (the ωB97M-V functional and the def2-TZVPD basis, the Open Molecules 2025 dataset).

**Electronic energy**: -4006.02357 Ha
**LUMO (spin up / spin down)**: 4.73 / 4.72 eV
**Largest force on an atom**: 0.01510 hartree/bohr
**HOMO (spin up / spin down)**: -1.394 / -1.349 eV
**Multiplicity**: 6
**Total charge**: -2

Positions of all 55 atoms, in Å:
H: -0.510 5.475 3.260
H: -4.235 -3.537 -0.149
C: -0.071 2.995 0.942
H: -4.390 -1.041 -0.449
C: -0.239 3.395 3.745
C: 3.655 -3.810 -1.374
C: 1.794 -2.219 -1.358
H: 1.866 0.252 2.384
C: -0.030 1.911 1.836
C: -3.682 -1.908 -2.267
N: 2.253 0.136 -0.947
N: 0.071 0.556 1.324
O: -2.374 -0.810 -0.577
H: -4.540 -2.570 -2.435
C: 2.427 0.706 0.374
S: 0.132 2.833 -0.780
H: -2.769 -2.386 -2.640
H: -0.295 3.536 4.819
Fe: -1.112 0.446 -1.012
H: 4.006 -4.828 -1.508
H: 1.431 -1.004 1.213
O: -4.627 1.422 -1.321
C: 4.558 -2.802 -1.045
C: 4.077 -1.508 -0.895
C: -0.346 4.475 2.872
C: 2.728 -1.207 -1.062
C: -0.254 4.274 1.506
H: 2.232 1.939 -1.992
H: 5.609 -3.021 -0.902
H: -0.019 1.277 3.884
C: 2.307 -3.522 -1.526
S: -2.197 1.447 -2.849
C: -0.086 2.126 3.211
H: -0.825 -1.330 1.517
H: -0.345 5.107 0.819
S: 0.076 -1.937 -1.453
H: 2.518 0.491 -2.981
H: 4.768 -0.705 -0.660
O: -3.532 3.594 -1.445
C: -3.382 -2.874 0.038
H: 3.450 0.569 0.760
H: -3.343 -2.636 1.107
H: -0.370 -0.604 3.075
H: -2.453 -3.387 -0.235
H: 3.835 1.151 -1.980
O: -2.552 1.814 -0.075
H: -3.830 -0.972 -2.809
S: -3.377 2.164 -1.277
C: -0.775 -0.399 2.073
H: 2.234 1.776 0.294
C: -3.503 -1.593 -0.785
C: 1.467 0.075 1.378
H: -1.782 0.004 2.157
C: 2.744 0.977 -2.029
H: 1.605 -4.312 -1.771

---

# C17H30Cl2N3NdO3

C17H30Cl2N3NdO3 as an isolated structure in a non-equilibrium geometry (the ωB97M-V functional and the def2-TZVPD basis, the Open Molecules 2025 dataset).

**Electronic energy**: -2537.56806 Ha
**LUMO (spin up / spin down)**: -0.45 / -0.45 eV
**Largest force on an atom**: 0.07912 hartree/bohr
**HOMO (spin up / spin down)**: -5.552 / -5.545 eV
**Multiplicity**: 4
**Total charge**: 0

Positions of all 56 atoms, in Å:
H: 4.638 1.800 -0.059
H: -1.605 -5.738 -0.715
Nd: -0.843 0.051 0.430
C: 0.512 2.488 -3.510
C: 3.541 1.737 0.014
C: -1.020 -5.068 -0.064
H: 4.659 1.133 -2.472
H: -0.460 -5.673 0.662
H: 0.720 -2.493 -1.413
H: 1.354 -4.303 -2.391
C: 0.743 -5.020 -1.838
C: -2.694 -0.058 -0.963
Cl: -2.895 -0.254 2.044
H: -0.295 -0.622 -4.458
H: 0.142 -5.594 -2.551
H: 2.175 -0.800 -1.794
H: -2.077 -1.612 -2.369
H: -1.324 1.233 -6.076
H: -4.460 2.534 -1.967
H: 1.413 -5.727 -1.334
C: 3.573 1.325 -2.410
H: 3.128 2.751 -0.056
H: 0.788 2.142 -2.499
C: 2.283 -0.139 -0.918
C: 0.108 1.529 -4.481
H: -1.199 3.672 -6.830
N: 0.440 -0.271 2.902
N: 3.054 0.936 -1.105
C: -4.259 1.959 -1.056
N: -0.102 -4.298 -0.892
O: 1.601 -0.280 -3.926
H: 3.240 1.284 0.963
H: 3.380 2.392 -2.584
C: 0.030 -2.991 -0.723
H: 0.529 0.687 3.230
C: -0.687 1.965 -5.554
H: -2.174 2.010 -1.388
O: -0.602 -2.322 0.163
H: 0.141 5.266 -5.446
C: 0.532 0.130 -4.363
C: -0.700 3.321 -5.919
H: 3.069 0.736 -3.182
H: -5.044 1.202 -0.881
C: -2.915 1.233 -1.121
H: -3.661 -0.992 -2.679
O: 1.646 -0.357 0.161
H: -0.032 -0.782 3.653
H: -3.349 -2.084 -1.302
C: 0.489 3.851 -3.838
H: 0.886 4.569 -3.099
C: 0.037 4.220 -5.124
H: -1.672 -4.366 0.459
C: -2.971 -1.226 -1.856
H: -4.290 2.671 -0.227
H: 1.387 -0.639 2.784
Cl: 0.048 2.580 0.667

---

# C21H30BrN3O4S

C21H30BrN3O4S as an isolated structure in a non-equilibrium geometry (the ωB97M-V functional and the def2-TZVPD basis, the Open Molecules 2025 dataset).

**Electronic energy**: -4254.88581 Ha
**LUMO**: -0.29 eV
**Largest force on an atom**: 0.32250 hartree/bohr
**HOMO**: -8.286 eV
**Total charge**: 0

Positions of all 60 atoms, in Å:
H: -1.593 3.024 -0.675
C: 1.741 -1.765 -2.163
C: 1.640 -3.243 1.368
H: 0.274 2.356 -2.648
H: -5.870 -0.763 1.382
H: 1.646 -5.442 -0.528
C: 1.854 -3.090 -0.283
H: -4.589 2.813 2.188
H: -5.922 1.823 2.079
N: -3.015 1.195 1.048
H: 5.052 1.318 0.875
C: 0.793 3.120 -0.518
H: -4.871 0.039 3.606
H: -2.877 2.231 0.625
H: 4.140 2.450 -0.082
O: -1.715 -0.670 1.353
C: 1.580 -4.300 -2.382
H: 0.278 0.976 1.054
O: 0.127 -0.463 -3.977
S: 1.361 -0.268 -2.811
C: -0.764 1.050 0.263
C: 3.853 0.313 -0.543
H: 4.498 -0.765 -0.571
H: 2.007 -1.300 2.478
C: -4.212 0.814 1.721
C: -0.656 2.779 0.076
C: 1.640 -4.451 -1.142
N: 2.192 -1.080 0.438
H: 0.193 -1.478 1.609
C: -4.667 -0.255 0.832
C: 1.691 -2.783 -2.895
H: -4.008 -1.149 0.856
H: -5.027 0.049 -0.288
H: -3.412 1.260 3.873
H: -5.301 2.268 0.517
C: 4.787 1.417 -0.076
C: 2.834 0.256 0.343
H: -0.405 -0.773 -0.745
H: -1.146 0.722 -1.873
C: -1.708 0.402 0.979
H: 1.458 2.776 0.105
Br: 1.601 -5.603 -3.665
H: 1.617 -2.856 -3.876
C: -3.832 0.288 3.360
H: 0.704 4.077 -0.828
H: 0.879 -3.769 1.606
C: -4.996 1.812 1.794
H: 3.373 0.357 -1.494
C: 1.844 -1.941 -0.808
O: 2.688 0.262 -3.285
N: 0.848 0.846 -1.567
H: -3.229 -0.642 3.179
C: 1.555 -1.581 1.594
H: 5.625 1.516 -0.581
H: -0.699 3.235 1.062
H: 2.762 -3.571 1.830
C: 1.039 2.399 -1.789
H: 1.851 2.421 -2.346
O: 2.740 0.802 1.446
C: -0.247 0.540 -1.099

---

# C14H8CoN2O8

C14H8CoN2O8 as an isolated structure (the ωB97M-V functional and the def2-TZVPD basis, the Open Molecules 2025 dataset).

**Electronic energy**: -2632.48228 Ha
**LUMO (spin up / spin down)**: -0.90 / -0.90 eV
**Largest force on an atom**: 0.00598 hartree/bohr
**HOMO (spin up / spin down)**: -8.922 / -8.888 eV
**Multiplicity**: 2
**Total charge**: 0

Positions of all 33 atoms, in Å:
O: 1.091 0.539 -0.004
C: -4.325 2.269 -0.007
C: -0.367 3.727 0.014
C: 2.179 -1.577 -0.002
H: 2.418 -5.435 0.005
O: 5.788 -3.530 -0.010
C: -1.753 3.155 0.002
H: -4.931 4.328 -0.017
H: 0.542 5.358 0.010
N: -1.951 1.811 0.003
Co: -0.754 -0.028 0.006
O: 0.651 3.103 0.032
O: -0.190 -1.822 0.005
H: 0.185 -4.343 0.009
H: -5.306 1.817 -0.010
C: -4.109 3.625 -0.011
N: 4.794 -4.233 -0.005
O: 4.812 -5.449 -0.003
C: -2.798 4.067 -0.006
C: 2.321 -4.359 0.003
C: 1.097 -3.764 0.005
C: -3.233 1.414 -0.001
H: -2.570 5.120 -0.006
H: 4.345 -1.629 -0.010
O: -2.456 -0.794 0.013
O: -4.665 -0.463 0.003
C: 3.433 -2.211 -0.005
C: 2.114 -0.159 -0.006
C: 3.493 -3.574 -0.002
C: -3.514 -0.078 0.005
H: 3.069 0.382 -0.012
C: 0.974 -2.342 0.003
O: -0.383 5.074 0.001

---

# C4H8N2O

C4H8N2O as an isolated structure in a non-equilibrium geometry (the ωB97M-V functional and the def2-TZVPD basis, the Open Molecules 2025 dataset).

**Electronic energy**: -341.82813 Ha
**LUMO**: 0.69 eV
**Largest force on an atom**: 0.02285 hartree/bohr
**HOMO**: -8.501 eV
**Total charge**: 0

Positions of all 15 atoms, in Å:
H: 1.797 -0.387 -0.161
N: -0.629 -0.838 1.013
C: -0.438 0.401 1.278
O: -0.638 -2.610 -0.364
C: -0.027 -1.466 0.016
H: -0.606 1.601 -1.697
H: 1.327 -1.321 -1.640
H: 0.250 0.437 -0.767
N: -0.336 1.304 2.108
C: 0.994 -0.855 -0.718
H: -0.072 -3.078 -0.989
H: -1.370 1.882 -0.161
C: -0.426 1.598 -0.617
H: -0.169 1.010 3.067
H: 0.344 2.322 -0.367